#a
{
  "formula": "C4H8Cl2Si",
  "method": "ωB97M-V/def2-TZVPD",
  "elements": ["C", "C", "C", "C", "Si", "Cl", "Cl", "H", "H", "H", "H", "H", "H", "H", "H"],
  "positions_angstrom": [[1.9218, -0.4569, -0.6469], [1.9338, 0.3677, 0.5509], [-0.8582, 1.1665, -0.9575], [-0.5851, -1.0608, 1.4307], [0.2212, -0.1153, 0.0238], [2.8282, -1.9965, -0.5757], [2.4153, 2.0885, 0.4375], [2.8659, 0.8177, -2.2782], [2.5756, 0.0242, 1.4887], [-1.7836, 0.5985, -0.8826], [-0.7996, 1.9861, -0.3325], [-0.5321, 1.4320, -2.0020], [-1.1570, -1.7688, 0.9178], [0.0285, -1.5564, 2.1564], [-1.2533, -0.3867, 1.8731]],
  "mulliken_charge": [-0.29, -0.11, -0.96, -1.02, 0.38, -0.18, -0.21, 0.09, 0.31, 0.26, 0.38, 0.30, 0.34, 0.37, 0.35],
  "homo_ha": [-0.3368, -0.3089],
  "molar_mass_g_mol": 155.1,
  "charge": 0,
  "homo_lumo_gap_ev": [8.1, 8.1]
}

=====

#b
{
  "formula": "C4H8Cl2Si",
  "method": "ωB97M-V/def2-TZVPD",
  "elements": ["C", "Si", "C", "Cl", "C", "C", "Cl", "H", "H", "H", "H", "H", "H", "H", "H"],
  "positions_angstrom": [[0.5335, 0.0678, -1.6275], [-0.0719, 0.8030, 0.0174], [0.9933, 0.2309, 1.6128], [0.3371, 2.7569, -0.1674], [-1.9049, 0.8048, 0.3553], [-2.7294, -0.0744, -0.1789], [-4.4744, -0.0170, 0.0877], [0.5091, 0.7885, -2.3702], [1.4899, -0.3145, -1.4822], [0.0671, -0.7856, -1.9142], [1.9870, 0.1198, 1.3674], [0.9966, 1.0132, 2.2587], [0.4514, -0.6738, 2.0051], [-2.4940, 1.5273, 0.9528], [-2.4742, -0.9202, -0.6519]],
  "mulliken_charge": [-1.22, 0.65, -1.15, -0.30, -0.34, -0.24, -0.20, 0.33, 0.35, 0.41, 0.39, 0.36, 0.26, 0.29, 0.41],
  "homo_ha": -0.3641,
  "molar_mass_g_mol": 155.1,
  "charge": 0,
  "homo_lumo_gap_ev": 10.7
}

=====

So which one is most stable? That would be #b, about 0.2312 hartree below the next structure.

=====

#a
{
  "formula": "C5H9IO2",
  "method": "ωB97M-V/def2-TZVPD",
  "elements": ["C", "C", "C", "C", "C", "O", "O", "I", "H", "H", "H", "H", "H", "H", "H", "H", "H"],
  "positions_angstrom": [[1.6994, 0.4569, -0.5203], [2.6535, -0.0180, 0.4158], [-0.6765, -0.2945, 0.0746], [-1.6021, -0.3658, -1.2172], [-1.6170, 0.1907, 1.2449], [0.5033, 0.9139, -0.1208], [-0.0151, -1.3966, 0.1421], [2.2651, 0.2083, 2.3953], [2.0596, 1.0315, -1.3311], [1.4838, -0.4041, -1.2770], [3.6842, 0.0148, 0.1553], [-2.1064, -1.2055, -1.1190], [-0.9099, -0.4089, -1.9633], [-2.1059, 0.5874, -1.3489], [-0.9319, 0.2328, 2.1299], [-2.4619, -0.6655, 1.3793], [-1.9222, 1.1224, 0.9602]],
  "mulliken_charge": [-0.38, -0.56, 1.11, -1.56, -1.17, -0.49, -0.75, 0.30, 0.61, 0.32, 0.49, 0.48, 0.41, 0.33, 0.20, 0.27, 0.39],
  "homo_ha": [-0.2792, -0.2797],
  "molar_mass_g_mol": 228.0,
  "charge": 0,
  "homo_lumo_gap_ev": [5.1, 5.1]
}

=====

#b
{
  "formula": "C5H9IO2",
  "method": "ωB97M-V/def2-TZVPD",
  "elements": ["C", "C", "C", "C", "C", "O", "O", "I", "H", "H", "H", "H", "H", "H", "H", "H", "H"],
  "positions_angstrom": [[-0.1674, -0.8079, -0.4237], [0.8993, 1.7360, 0.1025], [1.3267, -0.1086, 1.8093], [-1.8854, -1.2373, -1.9554], [0.3630, 0.5729, 0.8854], [0.5043, -1.7755, -0.5808], [-1.2644, -0.3981, -0.9748], [-1.4889, 1.0783, 1.8780], [0.1386, 2.1524, -0.5544], [1.2336, 2.5244, 0.7816], [1.7510, 1.4208, -0.5019], [1.6473, 0.5670, 2.6047], [2.2051, -0.4291, 1.2497], [0.8759, -0.9890, 2.2631], [-2.5873, -0.6049, -2.4935], [-2.4163, -2.0517, -1.4587], [-1.1350, -1.6496, -2.6310]],
  "mulliken_charge": [0.67, -1.38, -1.34, -0.71, 0.31, -0.53, -0.20, 0.07, 0.39, 0.39, 0.36, 0.41, 0.32, 0.40, 0.23, 0.30, 0.32],
  "homo_ha": -0.3261,
  "molar_mass_g_mol": 228.0,
  "charge": 0,
  "homo_lumo_gap_ev": 9.5
}

=====

So which one is most stable? That would be #b, about 0.1880 hartree below the next structure.

=====

#a
{
  "formula": "C4H11NO",
  "method": "ωB97M-V/def2-TZVPD",
  "elements": ["C", "N", "C", "H", "H", "H", "H", "H", "H", "H", "C", "C", "O", "H", "H", "H", "H"],
  "positions_angstrom": [[-2.3820, -0.9636, -0.4905], [-0.9691, -0.8768, -0.8005], [-0.6576, -0.2082, -2.0376], [-2.5854, -1.7307, 0.2685], [-2.7789, -0.0128, -0.1357], [-3.0094, -1.2899, -1.3319], [-0.5535, -1.7848, -0.6073], [-1.1809, 0.7463, -2.0717], [-0.8905, -0.8376, -2.9142], [0.4215, -0.1154, -2.2174], [2.5760, 1.0567, 1.7474], [1.6363, 0.5745, 0.9355], [0.3239, 0.7225, 1.1592], [3.5776, 0.6523, 1.8073], [2.3417, 1.8494, 2.4426], [1.8259, 0.0340, 0.0086], [-0.1599, 0.1500, 0.5077]],
  "mulliken_charge": [-2.70, 0.78, -3.18, 0.67, 0.39, 0.60, 0.35, 0.51, 0.98, 0.61, -0.66, -0.49, -0.11, 0.29, 0.23, 0.23, 0.50],
  "spin_multiplicity": 2,
  "homo_ha": [0.0433, -0.1933],
  "molar_mass_g_mol": 89.1,
  "charge": -1,
  "homo_lumo_gap_ev": [2.9, 9.3]
}

=====

#b
{
  "formula": "C4H11NO",
  "method": "ωB97M-V/def2-TZVPD",
  "elements": ["C", "N", "C", "H", "H", "H", "H", "H", "H", "H", "C", "C", "O", "H", "H", "H", "H"],
  "positions_angstrom": [[0.2091, 0.3532, -1.8029], [1.0640, 1.5159, -1.4635], [0.4097, 2.7996, -1.6662], [-0.8479, 0.5001, -1.5162], [0.5494, -0.4841, -1.1876], [0.2370, 0.1802, -2.8824], [1.2447, 1.3875, -0.4732], [0.7921, 3.2290, -2.6101], [-0.6666, 2.8602, -1.7890], [0.7171, 3.5585, -0.9515], [-0.0676, -1.9608, 2.8616], [-0.5828, -1.2689, 1.8333], [-1.1096, -1.8227, 0.7333], [0.2582, -1.4775, 3.7890], [0.5891, -2.8154, 2.6691], [-0.5910, -0.1812, 1.9184], [-0.5216, -2.2313, 0.0464]],
  "mulliken_charge": [-0.91, -0.63, -1.38, 0.39, 0.30, 0.28, 0.58, 0.31, 0.25, 0.59, -0.79, -0.52, -0.70, 0.26, 0.11, 0.62, 0.24],
  "spin_multiplicity": 2,
  "homo_ha": [0.0506, -0.1504],
  "molar_mass_g_mol": 89.1,
  "charge": -1,
  "homo_lumo_gap_ev": [2.6, 8.0]
}

=====

So which one is most stable? That would be #a, about 0.0434 hartree below the next structure.

=====

#a
{
  "formula": "C33H34BF4O19",
  "method": "ωB97M-V/def2-TZVPD",
  "elements": ["B", "F", "F", "F", "F", "C", "C", "C", "O", "C", "C", "C", "O", "O", "O", "H", "H", "H", "H", "C", "C", "C", "O", "C", "C", "C", "O", "O", "O", "H", "H", "H", "H", "C", "C", "C", "O", "C", "C", "C", "O", "O", "O", "H", "H", "H", "H", "C", "C", "C", "O", "C", "C", "C", "O", "O", "O", "H", "H", "H", "H", "C", "C", "O", "C", "H", "H", "H", "H", "H", "H", "C", "C", "O", "C", "H", "H", "H", "H", "H", "H", "C", "C", "O", "C", "H", "H", "H", "H", "H", "H"],
  "positions_angstrom": [[-0.1333, -0.5058, -0.0393], [-0.7393, -0.8118, 1.2117], [0.4287, 0.6852, 0.0847], [0.9177, -1.5058, -0.3293], [-1.0743, -0.5268, -1.0613], [5.8997, 2.9022, 1.3327], [6.1537, 2.3742, -0.0553], [5.2077, 1.6402, -0.8163], [5.4297, 1.2222, -1.8763], [3.9677, 1.2182, -0.1473], [3.6167, 1.7432, 1.2777], [4.5797, 2.6302, 1.9087], [4.2337, 3.0202, 3.0817], [2.5017, 1.3632, 1.8197], [7.3507, 2.7522, -0.5793], [6.5217, 3.5272, 2.0387], [3.2017, 0.6552, -0.5483], [1.8087, 1.1932, 1.2447], [7.5247, 2.3922, -1.4233], [-6.8873, -1.0708, -0.1173], [-6.5033, -0.3858, 1.2527], [-5.1093, -0.0588, 1.5707], [-4.8313, 0.4892, 2.6897], [-4.1433, -0.2248, 0.4287], [-4.5813, -0.9458, -0.8193], [-5.8793, -1.4518, -1.0383], [-6.1513, -2.3088, -1.9143], [-3.7533, -0.7538, -1.9813], [-7.4933, -0.1648, 2.2837], [-7.9823, -1.4748, -0.2443], [-3.2443, 0.0482, 0.4957], [-3.0253, -0.1878, -2.0423], [-7.0303, 0.5392, 2.6807], [2.5607, 4.7902, -3.4193], [2.6897, 3.6422, -4.4213], [2.1147, 2.3472, -4.1903], [2.1747, 1.4192, -4.9713], [1.3637, 2.1932, -2.9443], [1.1537, 3.3672, -1.9093], [1.6957, 4.6212, -2.2663], [1.4827, 5.6872, -1.6463], [0.7207, 3.1452, -0.6393], [3.4557, 3.7542, -5.4983], [3.0287, 5.5832, -3.4843], [1.1187, 1.2182, -2.6683], [0.2847, 2.1672, -0.6493], [3.0677, 3.0622, -6.0003], [-5.3453, -4.5448, 2.3657], [-5.0383, -5.1048, 1.0047], [-4.0603, -4.4198, 0.1587], [-3.8623, -4.8118, -1.0023], [-3.1353, -3.4878, 0.8017], [-3.2863, -3.0488, 2.3297], [-4.5223, -3.4528, 2.9997], [-4.6063, -2.9418, 4.1627], [-2.3593, -2.2378, 2.9097], [-5.8773, -6.0418, 0.5197], [-5.7403, -4.7938, 3.1827], [-2.1583, -3.3408, 0.1957], [-2.0993, -1.7628, 2.1777], [-5.3523, -6.4898, -0.2003], [1.1327, -1.5128, 3.6687], [2.3467, -2.3248, 3.8157], [2.6687, -2.9408, 4.9447], [3.4197, -2.3578, 2.6347], [0.6817, -2.0468, 2.9337], [1.4017, -0.6048, 3.0577], [0.4847, -1.3048, 4.5467], [3.1457, -2.9038, 1.7067], [4.2497, -2.8888, 2.9567], [3.7547, -1.4618, 2.6587], [3.3707, -1.8608, -2.6333], [2.7427, -2.7918, -3.6603], [2.0927, -2.2108, -4.5293], [3.3867, -4.1148, -3.8943], [4.3887, -1.8738, -2.7703], [3.2567, -2.0438, -1.5113], [3.1007, -0.7958, -2.7573], [3.0067, -4.4738, -4.8043], [2.9617, -4.8118, -3.3003], [4.5927, -4.1528, -3.8733], [-1.0683, 3.2092, 2.1497], [-2.0733, 3.7082, 1.1497], [-3.0593, 2.8872, 0.8587], [-1.9683, 5.1822, 0.6447], [-0.1603, 3.8012, 2.0597], [-1.1573, 2.0492, 2.2217], [-1.4833, 3.4892, 3.1487], [-1.5673, 5.9932, 1.3477], [-2.7463, 5.6842, 0.1147], [-1.1543, 4.9352, -0.1503]],
  "mulliken_charge": [-0.41, -0.14, 0.50, -0.32, -0.30, -1.05, 0.23, 0.76, -0.58, -0.22, 0.40, 0.50, -0.62, -0.38, -0.51, 0.33, 0.64, -0.01, 0.32, -0.65, -0.02, 0.72, -0.71, -1.68, 0.84, 0.35, -0.62, -0.53, -0.51, 0.29, 1.74, 0.34, 0.32, -1.40, -0.08, 1.04, -0.64, -0.70, 0.63, 0.42, -0.60, -0.25, -0.51, 0.83, 0.73, 0.20, 0.31, -1.28, -0.01, 0.91, -0.67, -0.12, 0.50, 0.59, -0.62, -0.44, -0.51, 0.75, 0.27, 0.25, 0.35, -0.26, 0.64, -0.65, -1.11, 0.06, -0.04, 0.36, 0.28, 0.45, 0.28, -0.46, 0.75, -0.55, -1.35, 0.59, 0.08, -0.14, 0.42, 0.41, 0.24, -0.66, 0.73, -0.57, -0.81, 0.24, -0.12, 0.53, 0.26, 0.36, 0.02],
  "homo_ha": -0.2411,
  "molar_mass_g_mol": 821.4,
  "charge": -1,
  "homo_lumo_gap_ev": 6.2
}

=====

#b
{
  "formula": "C33H34BF4O19",
  "method": "ωB97M-V/def2-TZVPD",
  "elements": ["B", "F", "F", "F", "F", "C", "C", "C", "O", "C", "C", "C", "O", "O", "O", "H", "H", "H", "H", "C", "C", "C", "O", "C", "C", "C", "O", "O", "O", "H", "H", "H", "H", "C", "C", "C", "O", "C", "C", "C", "O", "O", "O", "H", "H", "H", "H", "C", "C", "C", "O", "C", "C", "C", "O", "O", "O", "H", "H", "H", "H", "C", "C", "O", "C", "H", "H", "H", "H", "H", "H", "C", "C", "O", "C", "H", "H", "H", "H", "H", "H", "C", "C", "O", "C", "H", "H", "H", "H", "H", "H"],
  "positions_angstrom": [[0.4713, -0.0894, 0.1195], [1.7958, -0.4435, 0.2617], [-0.3073, -0.8164, 1.0012], [0.4145, 1.2333, 0.3995], [0.1406, -0.3426, -1.1058], [4.3071, -5.5237, 2.1746], [3.2053, -5.5386, 3.2146], [2.2412, -4.5099, 3.1514], [1.3020, -4.5587, 3.9041], [2.2530, -3.5147, 2.0006], [3.3891, -3.5102, 0.9928], [4.4254, -4.5903, 1.0846], [5.3215, -4.6558, 0.3183], [3.5478, -2.6468, -0.0049], [3.1426, -6.4919, 4.2583], [4.9863, -6.3557, 2.4473], [1.4906, -2.9264, 2.0330], [2.8173, -1.9840, -0.1116], [2.1806, -6.3241, 4.5744], [-6.1102, -1.9767, 1.2507], [-4.6049, -1.8716, 1.0847], [-3.7763, -3.0775, 1.0480], [-2.5089, -3.0136, 0.9729], [-4.3809, -4.4184, 1.1639], [-5.8933, -4.5267, 1.5351], [-6.7573, -3.3038, 1.3601], [-7.9261, -3.4366, 1.4943], [-6.5055, -5.7170, 1.7388], [-4.0206, -0.6761, 1.0147], [-6.5822, -1.0515, 1.3112], [-3.8220, -5.5092, 1.2925], [-7.4489, -5.6420, 1.6172], [-2.9621, -0.6635, 1.0448], [1.2823, 1.9887, -7.7516], [-0.1022, 2.5712, -7.9323], [-1.1128, 2.4630, -6.7742], [-2.2941, 2.6943, -6.9686], [-0.5662, 1.7357, -5.6256], [0.8091, 1.1561, -5.4832], [1.7584, 1.3253, -6.5536], [2.9795, 1.0209, -6.4098], [1.1965, 0.4321, -4.3475], [-0.5966, 3.2591, -8.9970], [2.0838, 2.0370, -8.4409], [-1.1407, 1.5458, -4.9968], [0.4595, 0.1663, -3.8556], [-1.6119, 2.8997, -9.0703], [-3.7861, 5.6316, -2.9494], [-4.4400, 4.3398, -3.4763], [-4.1349, 3.1231, -2.8255], [-4.7359, 2.1288, -3.1475], [-3.0958, 3.1113, -1.7851], [-2.4422, 4.3056, -1.3176], [-2.8326, 5.6448, -1.7473], [-2.2616, 6.6608, -1.4663], [-1.3194, 4.2614, -0.4781], [-5.3080, 4.3403, -4.5465], [-4.2539, 6.3656, -3.4673], [-3.0417, 2.1096, -1.4321], [-1.3911, 3.3904, -0.2465], [-5.5454, 3.5360, -4.3724], [3.4704, -0.5155, 3.6620], [4.5263, -1.4694, 4.1147], [4.0952, -2.3966, 4.9182], [5.7598, -1.5053, 3.3829], [2.5108, -0.7495, 4.2762], [3.3905, -0.6657, 2.6221], [3.8461, 0.5255, 3.9630], [6.6203, -2.0971, 3.7727], [6.2825, -0.4361, 3.1830], [5.5860, -1.9420, 2.4976], [3.0934, 3.3587, -0.1729], [3.1453, 4.0576, -1.4948], [3.6580, 3.5662, -2.4967], [2.5868, 5.4373, -1.4992], [2.3533, 2.5225, -0.2327], [3.0407, 4.0827, 0.4303], [4.1404, 2.7493, 0.0044], [2.0445, 5.7462, -2.5677], [3.3366, 6.1973, -1.1606], [1.9272, 5.8032, -0.7332], [0.0510, 0.0629, 6.0878], [-0.9944, -0.8119, 5.3634], [-2.0747, -0.8233, 5.7155], [-0.5177, -1.5425, 4.1070], [-0.3359, 0.6558, 6.9626], [0.6151, 0.5353, 5.2630], [0.6972, -0.5702, 6.6683], [-1.4371, -2.0068, 3.5132], [-0.0592, -2.5081, 4.2736], [0.2603, -1.0316, 3.3986]],
  "mulliken_charge": [0.23, -0.56, -0.11, -0.38, -0.24, -0.60, -0.04, 1.38, -0.74, -1.59, 0.48, 0.42, -0.55, -0.48, -0.59, 0.34, 1.25, 0.39, 0.37, -1.01, 0.40, 0.92, -0.51, -0.60, 0.22, 0.73, -0.59, -0.51, -0.54, 0.49, 0.26, 0.36, 0.36, -0.83, 0.05, 1.04, -0.60, -1.73, 0.68, 0.60, -0.57, -0.31, -0.55, 0.43, 1.14, 0.26, 0.39, -0.75, -0.14, 1.14, -0.65, -0.89, 0.72, 0.31, -0.51, -0.39, -0.49, 0.52, 0.61, 0.19, 0.34, -0.17, 0.77, -0.63, -1.05, -0.12, -0.05, 0.46, 0.34, 0.27, 0.18, -0.69, 0.77, -0.59, -1.11, -0.06, 0.53, 0.23, 0.21, 0.31, 0.38, -1.05, 0.59, -0.51, 0.13, 0.32, 0.26, 0.32, 0.00, 0.09, -0.16],
  "homo_ha": -0.2468,
  "molar_mass_g_mol": 821.4,
  "charge": -1,
  "homo_lumo_gap_ev": 6.3
}

=====

So which one is most stable? That would be #b, about 0.0681 hartree below the next structure.